This record from OMol25 describes the molecule C3HClFN. The level of theory is ωB97M-V with the def2-TZVPD basis set.

Calculated values
**SMILES string**: N#C/C(Cl)=C/F
**Maximum force**: 0.055 Eh/bohr
**Energy above the lowest of the compared OMol25 structures with the same formula, charge and spin**: 50.28 kJ/mol
**Gap between HOMO and LUMO**: 10.5 eV
**Spin multiplicity**: 1
**HOMO**: -0.377 Ha

```
7
Properties=species:S:1:pos:R:3:forces:R:3:lowdin_charge:R:1
N 1.064 2.230 0.505 -1.3428 -1.7791 -0.2102 0.159
C 0.460 1.234 0.444 1.1670 1.1792 0.4259 -0.255
C -0.147 -0.093 0.441 0.9472 1.7748 -1.9790 -0.751
Cl -0.377 -0.820 1.910 -0.5172 -0.8217 1.3468 0.792
C -0.300 -0.635 -0.772 0.5982 0.7254 -0.0376 -0.154
F -0.792 -1.872 -0.847 0.2683 0.4908 -0.7440 0.042
H 0.092 -0.044 -1.681 -1.1207 -1.5694 1.1982 0.168
```
Forces are in eV/Å.


This record from OMol25 describes a cluster of 3 separate species, C16H27FNO9 in total. The level of theory is ωB97M-V with the def2-TZVPD basis set.

Calculated values
**Maximum force**: 0.019 Eh/bohr
**Energy above the lowest of the compared OMol25 structures with the same formula, charge and spin**: 0.00 kJ/mol
**Charge**: -1
**Gap between HOMO and LUMO**: 4.3 eV
**Spin multiplicity**: 1
**HOMO**: -0.076 Ha

```
54
Properties=species:S:1:pos:R:3:forces:R:3:lowdin_charge:R:1
C 4.497 -2.520 0.062 -0.1827 -0.2312 -0.0367 -0.009
C 5.169 -1.218 -0.289 0.2861 0.0224 -0.1798 -0.564
O 6.370 -1.105 -0.249 -0.0887 0.0172 -0.1885 0.087
O 4.380 -0.225 -0.712 0.1866 0.1297 0.4879 -0.015
C 3.223 0.008 0.131 -0.5090 0.2033 -0.2126 -0.237
C 2.648 1.407 -0.057 0.6294 -0.3364 -0.2444 -0.273
C 2.078 1.901 1.271 0.0871 0.4256 -0.6949 -0.228
C 3.026 2.615 2.258 -0.3058 -0.2754 0.4436 -0.196
C 4.329 1.920 2.536 0.2847 0.3312 0.2063 -0.200
F 4.961 2.557 3.641 -0.0532 -0.0549 -0.0807 -0.110
N 3.791 2.347 -0.480 -0.9718 -0.0189 0.0138 0.112
C 3.463 3.441 -0.844 0.6035 -0.3566 0.5016 -0.380
O 3.191 4.543 -1.165 -0.0261 0.6112 -0.3842 0.071
H 4.361 -2.593 1.137 -0.0549 0.0234 0.1420 0.084
H 3.531 -2.615 -0.424 -0.1376 0.0287 0.0348 0.072
H 5.132 -3.341 -0.253 0.1810 -0.0250 0.0022 0.078
H 3.482 -0.238 1.177 0.3721 -0.0731 0.0772 0.091
H 2.443 -0.703 -0.155 -0.0403 -0.1923 0.0412 0.093
H 1.564 1.068 1.753 0.0256 -0.1765 0.1440 0.098
H 1.292 2.628 1.044 -0.1882 0.0330 0.1541 0.080
H 2.513 2.702 3.220 -0.0914 0.0543 0.0846 0.103
H 3.219 3.636 1.936 0.1448 0.0775 -0.1812 0.100
H 5.025 1.998 1.707 0.0109 -0.1381 -0.1552 0.110
H 4.199 0.882 2.829 -0.0455 -0.1376 0.0170 0.101
C -3.376 1.074 -2.540 0.0818 0.0941 -0.1133 -0.069
C -2.931 1.411 -1.131 -0.2865 -0.2018 -0.0075 -0.221
O -1.617 1.963 -1.113 0.0299 -0.0833 0.0588 0.037
C -1.520 3.250 -1.448 0.0303 -0.0168 0.0719 -0.615
O -2.449 3.975 -1.716 -0.0564 0.0409 -0.0549 0.103
O -0.244 3.586 -1.418 0.0567 0.0117 0.0185 0.014
C 0.042 4.937 -1.781 0.0924 0.2850 -0.0366 -0.031
H -2.640 0.431 -3.023 -0.0226 -0.0613 0.0406 0.079
H -4.338 0.559 -2.521 0.0029 -0.0156 0.0219 0.074
H -3.479 1.977 -3.140 -0.0368 0.0298 0.0358 0.072
H -2.870 0.504 -0.531 0.1449 0.0189 0.0322 0.118
H -3.634 2.087 -0.644 0.0557 0.1127 -0.0544 0.120
H -0.557 5.628 -1.189 -0.0904 -0.0242 -0.0374 0.094
H -0.158 5.091 -2.841 -0.0966 0.0026 0.0185 0.097
H 1.097 5.097 -1.583 -0.0282 -0.1835 0.0177 0.063
C -5.416 -5.147 1.915 0.1839 -0.0503 -0.0255 -0.067
C -5.557 -3.801 1.237 -0.2839 -0.0878 0.0874 -0.217
O -4.284 -3.183 1.010 -0.0104 0.0496 0.0445 0.036
C -3.605 -3.645 -0.040 0.0411 0.0965 0.0028 -0.617
O -3.981 -4.497 -0.805 -0.0286 -0.1046 -0.0574 0.118
O -2.450 -2.994 -0.102 0.0114 0.0122 0.0133 0.009
C -1.581 -3.412 -1.161 0.1688 0.0850 -0.0724 -0.029
H -4.835 -5.050 2.833 -0.0625 0.0280 0.0419 0.081
H -6.399 -5.549 2.163 -0.0198 0.0194 0.0074 0.077
H -4.906 -5.858 1.267 -0.0417 0.0069 -0.0481 0.074
H -6.097 -3.107 1.877 0.0951 0.0791 0.0126 0.121
H -6.100 -3.883 0.296 0.0870 -0.0380 -0.0585 0.122
H -2.097 -3.390 -2.117 -0.0525 -0.0492 0.0069 0.095
H -1.203 -4.413 -0.963 -0.0602 -0.0374 -0.0307 0.097
H -0.758 -2.703 -1.170 -0.0217 0.0399 0.0718 0.097
```
Forces are in eV/Å.


This record from OMol25 describes a cluster of 6 separate species, C36H52ClN2O13S in total. The level of theory is ωB97M-V with the def2-TZVPD basis set.

Calculated values
**Maximum force**: 0.036 Eh/bohr
**Charge**: +1
**Gap between HOMO and LUMO**: 7.5 eV
**Spin multiplicity**: 1
**HOMO**: -0.415 Ha

```
105
Properties=species:S:1:pos:R:3:forces:R:3:lowdin_charge:R:1
C -2.116 -3.096 -5.526 -0.2374 -0.1281 -0.6091 -0.119
O -1.198 -3.134 -4.463 0.0835 -0.2349 0.0441 -0.183
C -0.181 -2.174 -4.632 0.0083 0.1337 0.1653 -0.242
C 0.786 -2.237 -3.466 -1.0945 0.2589 -0.0173 -0.165
C 0.040 -1.819 -2.205 0.0025 -0.3015 0.0658 -0.159
C 0.887 -1.997 -0.935 0.0580 0.6708 -0.1094 -0.112
C 0.166 -1.432 0.240 0.1959 0.1339 0.3607 -0.046
C 0.181 -0.025 0.379 0.0439 -0.7312 0.0692 -0.147
N 0.880 0.780 -0.574 -0.5707 -0.3258 0.2030 0.213
C 0.205 1.744 -0.910 1.0241 -0.7704 0.8105 -0.267
O -0.425 2.674 -1.100 -0.5687 1.3374 -1.1133 0.237
C -0.460 0.548 1.442 0.4391 0.1304 -0.4717 -0.035
N -1.124 -0.194 2.352 -0.2928 0.2489 -0.0773 -0.308
S -1.908 0.695 3.640 -0.0562 0.1735 0.3478 0.974
C -1.171 -1.544 2.284 0.1694 -0.2761 -0.2862 -0.224
C -1.894 -2.303 3.362 -0.2538 0.0136 -0.3430 -0.164
C -3.041 -3.220 2.879 -0.1001 -0.1919 0.8472 -0.690
C -4.115 -3.396 3.971 0.1008 -0.0832 -0.3780 -0.092
Cl -3.804 -2.631 1.378 0.1618 -0.0160 -0.1081 0.700
C -0.504 -2.180 1.219 0.2250 0.2903 -0.3620 -0.092
C -0.476 -3.683 1.110 -0.5427 -0.3971 0.7245 -0.071
C 0.219 -4.292 2.324 0.2800 0.8204 -0.2930 -0.211
O 1.202 -3.734 2.741 0.0074 -0.4539 0.3769 0.074
H -2.867 -3.873 -5.410 0.0268 -0.0989 0.3291 0.088
H -1.630 -3.278 -6.487 0.1218 0.0857 -0.0305 0.089
H -2.638 -2.138 -5.609 0.0938 0.1299 0.1527 0.079
H 0.366 -2.296 -5.572 -0.1531 -0.1911 -0.1332 0.133
H -0.662 -1.185 -4.654 0.1551 0.1495 -0.1218 0.127
H 1.567 -1.521 -3.663 0.3202 -0.0312 -0.0158 0.093
H 1.214 -3.231 -3.368 0.1249 -0.0665 -0.0526 0.128
H -0.228 -0.769 -2.322 -0.0165 0.1550 0.1040 0.107
H -0.909 -2.351 -2.120 0.0320 -0.2259 0.0324 0.123
H 1.781 -1.386 -1.056 0.1717 -0.0917 -0.0490 0.108
H 1.235 -3.012 -0.799 -0.0929 -0.1537 -0.0196 0.123
H -0.427 1.618 1.569 -0.1227 0.0473 0.3315 0.133
H -2.500 1.640 2.877 0.0495 -0.1725 -0.2208 -0.096
H -1.160 -2.915 3.885 0.0461 -0.0893 0.1123 0.131
H -2.322 -1.644 4.107 0.1258 0.2477 -0.0726 0.054
H -2.630 -4.208 2.710 -0.0184 -0.0698 -0.5556 0.081
H -4.340 -4.451 4.090 -0.0076 -0.0939 0.1439 0.084
H -3.782 -2.988 4.922 -0.0431 -0.0241 0.1086 0.081
H -5.038 -2.920 3.663 -0.0649 0.2426 0.1475 0.067
H 0.088 -4.019 0.248 0.0613 0.0669 -0.1495 0.121
H -1.478 -4.079 0.979 -0.1348 -0.0593 -0.0400 0.098
H -0.187 -5.191 2.816 0.0166 -0.1464 -0.1708 0.139
O -4.515 4.581 3.136 0.0378 -0.2883 -0.0364 0.140
C -3.811 4.689 2.181 -0.0754 0.5344 0.3143 -0.478
O -3.174 3.622 1.615 0.0980 -0.2146 0.0169 -0.020
C -2.312 4.068 0.552 -0.0462 0.1867 -0.0467 -0.179
C -2.863 5.420 0.124 -0.0482 0.1635 0.1208 -0.137
C -3.436 5.958 1.437 0.0228 -0.3366 -0.5235 -0.062
H -1.293 4.139 0.945 -0.0017 0.0547 -0.0042 0.123
H -2.333 3.340 -0.246 -0.1617 -0.1481 0.0633 0.100
H -2.115 6.063 -0.333 0.0481 -0.0470 0.0429 0.122
H -3.670 5.277 -0.596 0.0221 -0.0285 -0.0126 0.124
H -2.686 6.494 2.021 -0.0750 0.0420 0.0710 0.135
H -4.309 6.584 1.285 0.0064 0.0773 0.2402 0.131
O -2.455 -1.272 -8.423 0.0148 -0.0816 0.2055 0.121
C -3.644 -1.392 -8.433 0.1591 0.0888 -0.3692 -0.487
O -4.283 -2.409 -7.800 -0.0574 0.0751 0.0316 0.007
C -5.695 -2.351 -8.076 -0.1895 0.0096 -0.0109 -0.149
C -5.966 -0.907 -8.475 0.0149 0.1043 -0.1040 -0.154
C -4.652 -0.513 -9.147 -0.3810 -0.0562 0.4040 -0.071
H -5.918 -3.054 -8.881 0.0248 0.0076 -0.0138 0.128
H -6.244 -2.649 -7.186 0.1444 -0.0927 0.0550 0.124
H -6.842 -0.796 -9.110 0.0082 -0.0716 -0.0146 0.117
H -6.118 -0.299 -7.583 -0.0166 -0.0212 0.0074 0.117
H -4.642 -0.763 -10.209 0.0811 0.0506 -0.0180 0.134
H -4.413 0.537 -9.008 0.1884 -0.0138 -0.1791 0.125
O 3.652 -1.904 -3.435 0.3616 -0.1145 0.2729 0.110
C 4.320 -1.390 -2.584 -0.0541 0.2370 -0.3151 -0.473
O 4.273 -1.780 -1.286 0.0090 -0.0236 0.0048 0.007
C 5.096 -0.912 -0.478 0.1264 0.1710 0.1179 -0.145
C 6.092 -0.294 -1.448 0.0145 0.0725 -0.1070 -0.146
C 5.277 -0.225 -2.739 0.3567 -0.2093 0.3826 -0.065
H 4.452 -0.164 -0.008 -0.0120 -0.0133 -0.0093 0.117
H 5.575 -1.499 0.301 -0.1241 -0.1355 -0.0263 0.127
H 6.477 0.666 -1.113 -0.0611 0.0052 0.0422 0.119
H 6.940 -0.966 -1.587 -0.0002 -0.0028 0.0228 0.121
H 4.697 0.697 -2.809 -0.0211 -0.0162 -0.0965 0.132
H 5.890 -0.349 -3.627 -0.1923 0.0782 -0.1514 0.129
O 3.247 0.780 2.555 -0.1029 0.2224 0.0064 0.111
C 2.867 0.300 3.586 0.1973 -0.2450 -0.2029 -0.481
O 3.059 0.892 4.785 -0.0928 -0.0114 -0.0312 0.018
C 2.588 0.033 5.843 -0.1273 -0.0896 0.1789 -0.131
C 1.584 -0.900 5.177 -0.0377 -0.1428 -0.1116 -0.142
C 2.159 -1.026 3.768 -0.2521 0.3103 0.4919 -0.077
H 3.442 -0.503 6.259 0.0123 -0.0092 -0.0411 0.134
H 2.140 0.642 6.624 0.1107 0.1522 -0.0606 0.130
H 1.467 -1.848 5.697 0.0837 0.0140 0.0279 0.123
H 0.604 -0.416 5.135 0.0212 0.0343 0.0538 0.092
H 2.890 -1.830 3.695 -0.0365 -0.0321 -0.1411 0.137
H 1.390 -1.155 3.014 0.2222 -0.1401 -0.2216 0.085
O 5.982 6.413 6.285 -0.1212 0.0299 0.1340 0.134
C 5.184 5.721 5.731 0.3586 -0.0336 -0.1187 -0.485
O 4.189 5.069 6.386 -0.0795 0.0469 -0.0333 0.026
C 3.460 4.234 5.473 -0.0631 -0.0830 -0.0936 -0.164
C 3.714 4.827 4.095 0.0698 -0.0080 -0.1704 -0.155
C 5.125 5.390 4.250 -0.5596 -0.0029 -0.0153 -0.072
H 3.838 3.214 5.558 0.0157 0.0040 -0.0264 0.110
H 2.406 4.244 5.743 0.0475 0.0512 0.1745 0.123
H 3.610 4.100 3.290 0.0244 -0.0755 0.0723 0.108
H 3.013 5.642 3.907 -0.0072 -0.0023 0.0239 0.116
H 5.890 4.646 4.028 0.0671 0.0597 -0.0003 0.132
H 5.285 6.282 3.651 0.2534 -0.0045 0.0504 0.124
```
Forces are in eV/Å.